115
Properties=species:S:1:pos:R:3:forces:R:3:lowdin_charge:R:1 method="wB97M-V/def2-TZVPD" charge=-1 gap_ev=7.1 energy_ev=-163041.5943 max_force_ev_per_a=1.78 homo_ev=-5.0
In 0.5491 -1.1558 1.5899 -0.2 -0.1 -0.7 0.6819
O 0.4298 -7.5477 -2.7190 -0.2 -0.2 0.1 -0.0592
C 1.2627 -6.4294 -2.9325 0.3 0.3 -0.3 -0.2181
C 1.1039 -5.4072 -1.8354 0.0 0.0 0.0 -0.1780
C 2.0077 -4.3588 -1.7329 -0.2 -0.2 0.1 0.0159
C 1.8011 -3.3956 -0.7592 0.5 -0.1 -0.6 -0.0961
N 0.7989 -3.4265 0.0911 -0.3 0.3 0.4 0.1054
C -0.0362 -4.4621 0.0536 0.4 -0.2 -0.5 -0.1987
C 0.0686 -5.4611 -0.9167 0.0 0.1 0.0 0.0563
C -1.0568 -4.5053 1.1119 -0.6 -0.3 0.4 -0.1904
C -1.8443 -5.6309 1.3544 0.0 0.2 0.0 0.0570
C -2.7663 -5.6029 2.3903 -0.1 0.2 0.0 -0.1960
C -3.6984 -6.7658 2.6001 0.1 0.1 0.3 -0.2235
O -4.5518 -6.9433 1.4859 -0.3 -0.1 -0.3 -0.0568
C -2.8676 -4.4461 3.1536 0.1 -0.1 -0.1 0.0062
C -2.0419 -3.3774 2.8396 -0.2 0.0 0.1 -0.1161
N -1.1752 -3.4086 1.8519 0.3 0.0 -0.2 0.0798
H 0.6035 -8.2005 -3.4046 0.0 0.1 0.1 0.0879
H 1.0058 -5.9432 -3.8895 0.1 -0.1 0.2 0.1294
H 2.3210 -6.7298 -2.9886 -0.2 0.1 0.1 0.1277
H 2.8559 -4.2905 -2.3978 0.1 0.1 0.0 0.1185
H 2.4847 -2.5723 -0.6551 0.1 0.0 0.0 0.0976
H -0.6370 -6.2729 -0.9790 -0.1 0.0 0.1 0.1066
H -1.7627 -6.5191 0.7491 0.1 -0.1 -0.1 0.1179
H -4.2894 -6.6120 3.5148 0.2 -0.1 -0.1 0.1150
H -3.1379 -7.6991 2.6970 -0.1 0.1 0.0 0.1254
H -4.9226 -6.0853 1.2495 0.0 0.0 0.0 0.0933
H -3.5693 -4.3857 3.9724 -0.1 0.0 0.1 0.1093
H -2.0709 -2.4418 3.3783 -0.1 0.0 0.2 0.0787
C 1.2361 6.9810 -0.6497 0.0 -0.1 0.1 -0.0540
C 1.2621 5.7613 0.2231 0.0 0.0 0.0 -0.2803
C 1.2988 4.4983 -0.3579 0.0 -0.1 0.1 -0.0247
C 1.4379 3.3712 0.4280 0.0 0.0 -0.2 -0.0615
C 1.5221 3.4823 1.8025 0.1 -0.4 0.3 -0.2487
C 1.4552 4.7277 2.3958 0.0 -0.1 0.2 -0.0559
C 1.3268 5.8620 1.6072 -0.1 0.0 -0.1 -0.0411
S 2.0182 1.9775 2.6833 0.4 0.5 -0.1 0.6238
O 3.1026 1.5205 1.8625 -0.2 -0.2 0.0 -0.2641
O 2.3257 2.3721 4.0376 -0.2 0.0 -0.1 -0.2935
N 0.8037 0.9194 2.6231 1.4 -0.1 -1.0 -0.1327
C -0.1450 0.9771 3.5717 -1.1 0.5 1.2 -0.4316
C -0.4823 2.1646 4.2554 -0.1 -0.1 0.2 -0.0200
C -1.4607 2.1342 5.2144 0.0 -0.1 0.0 -0.0699
C -2.1147 0.9338 5.4783 0.0 -0.1 0.1 -0.0879
C -1.7413 -0.1709 4.7442 -0.2 0.0 0.4 -0.1612
N -0.7998 -0.1665 3.8127 0.5 0.0 -0.1 0.0833
H 0.6624 6.7954 -1.5551 -0.1 0.1 -0.1 0.0748
H 2.2562 7.2318 -0.9448 0.0 0.1 -0.1 0.0798
H 0.8141 7.8320 -0.1221 0.0 0.1 0.0 0.0721
H 1.2313 4.4019 -1.4336 0.0 -0.1 -0.2 0.1046
H 1.5284 2.3884 -0.0048 0.0 0.0 -0.2 0.0923
H 1.5446 4.8099 3.4690 0.0 0.0 0.1 0.1105
H 1.2968 6.8388 2.0715 0.0 0.1 0.1 0.1079
H 0.0408 3.0714 4.0096 -0.1 0.1 0.1 0.0843
H -1.7336 3.0355 5.7483 0.0 0.0 0.0 0.1069
H -2.8958 0.8682 6.2201 0.0 -0.1 0.1 0.0925
H -2.2278 -1.1232 4.9195 -0.1 -0.1 0.0 0.0971
C 4.9372 3.8837 -2.2395 0.0 -0.2 -0.1 -0.0179
C 4.7694 2.6180 -3.0830 0.4 0.4 -0.2 -0.3145
C 4.4877 2.9160 -4.5548 0.0 0.0 0.1 -0.1354
C 3.1550 3.6377 -4.7059 0.1 0.0 0.0 -0.1392
C 2.0740 2.8928 -3.9755 -0.1 0.1 0.0 -0.1474
C 0.7491 3.0908 -4.3061 -0.1 -0.2 0.2 0.0368
C -0.2507 2.3918 -3.6377 0.0 -0.1 0.1 -0.2519
F -1.5396 2.6415 -3.9726 0.2 0.0 0.0 0.0529
C 0.0430 1.4598 -2.6751 -0.1 0.2 -0.2 0.0809
C 1.3790 1.2406 -2.3308 0.1 0.1 -0.2 -0.0489
C 1.6824 0.2222 -1.3054 0.4 0.2 -0.4 -0.3114
O 0.7879 -0.5307 -0.9149 0.1 0.0 0.2 -0.0085
C 3.0539 0.1894 -0.8814 -0.2 -0.3 0.5 -0.0290
C 3.9679 0.9632 -1.5092 -0.1 -0.1 -0.2 0.0420
N 3.6976 1.8030 -2.5403 0.3 -0.4 0.3 0.0049
C 2.4022 1.9852 -2.9493 -0.9 -0.1 0.0 -0.0947
C 3.5608 -0.7149 0.2532 0.2 0.4 -0.8 -0.6490
O 4.7503 -0.9986 0.2150 0.4 0.0 0.1 0.0443
O 2.7214 -1.1275 1.0964 -1.0 -0.3 0.3 -0.1367
H 5.7054 4.5246 -2.6673 0.1 0.1 0.0 0.0829
H 5.2232 3.6128 -1.2262 0.0 0.0 0.1 0.0879
H 4.0023 4.4349 -2.1837 -0.1 0.1 0.0 0.0715
H 5.6890 2.0249 -3.0132 -0.2 0.0 0.0 0.1495
H 4.4561 1.9714 -5.1030 0.0 0.0 0.0 0.1259
H 5.2982 3.5190 -4.9654 0.0 0.0 0.0 0.1166
H 2.8908 3.7248 -5.7617 0.0 0.0 0.0 0.1192
H 3.2348 4.6534 -4.3097 0.0 0.0 0.0 0.1161
H 0.4788 3.7928 -5.0811 0.0 0.1 -0.1 0.1260
H -0.7277 0.8950 -2.1692 -0.1 -0.1 0.0 0.1308
H 5.0000 0.8930 -1.1971 0.1 0.0 0.0 0.1491
C -5.4562 -0.9865 -2.7081 -0.1 0.0 -0.1 -0.1143
C -4.7368 -2.1691 -2.6559 -0.1 -0.1 -0.2 -0.1047
C -3.6038 -2.2617 -1.8734 0.1 0.1 0.1 -0.0443
C -3.1577 -1.1755 -1.1141 -0.3 -0.1 -0.2 -0.1942
C -3.8830 0.0162 -1.1937 0.1 0.0 0.0 -0.0221
C -5.0200 0.1030 -1.9733 -0.1 0.1 -0.1 -0.0893
C -1.9548 -1.3566 -0.3079 0.1 0.1 0.3 -0.1102
C -1.4859 -0.5795 0.6614 1.3 -0.8 0.4 -0.1497
C -2.1174 0.5899 1.2165 -0.5 0.6 0.1 -0.2986
C -1.5769 1.8623 1.0203 -0.1 -0.1 -0.1 -0.0547
C -2.1343 2.9664 1.6330 -0.2 0.2 -0.1 -0.0831
C -3.2453 2.8268 2.4497 -0.1 0.1 0.0 -0.1060
C -3.8076 1.5724 2.6332 -0.1 0.1 0.0 -0.0921
C -3.2597 0.4663 2.0155 0.2 0.1 -0.1 -0.0528
H -6.3411 -0.9095 -3.3241 -0.1 0.0 0.0 0.0905
H -5.0551 -3.0205 -3.2408 0.0 -0.1 0.0 0.0936
H -3.0433 -3.1876 -1.8434 0.1 -0.1 0.0 0.1065
H -3.5515 0.8850 -0.6478 0.0 0.0 0.0 0.1035
H -5.5660 1.0351 -2.0160 0.0 0.1 0.0 0.0981
H -1.3893 -2.2449 -0.5555 0.1 -0.1 -0.2 0.0761
H -0.7054 1.9729 0.3905 0.0 0.0 0.0 0.0940
H -1.6959 3.9441 1.4769 0.1 0.1 0.0 0.1036
H -3.6573 3.6902 2.9535 -0.1 0.1 0.0 0.0961
H -4.6745 1.4574 3.2697 -0.1 0.0 0.1 0.1008
H -3.6950 -0.5143 2.1560 0.0 -0.1 0.0 0.1205
Se 1.5055 -2.5447 3.5974 -0.6 0.7 0.8 0.6997
C 2.3413 -3.8077 2.6356 0.4 -0.6 -0.3 -0.8509
N 2.8607 -4.6597 2.0567 0.1 -0.3 -0.1 0.0516

39
Properties=species:S:1:pos:R:3:forces:R:3:lowdin_charge:R:1 method="wB97M-V/def2-TZVPD" charge=+2 gap_ev=7.5 energy_ev=-62777.8338 max_force_ev_per_a=4.95 homo_ev=-15.2
C 1.0280 0.7440 -5.4744 0.1 0.2 -0.4 -0.0202
C 1.0334 0.7932 -4.0016 0.3 2.6 0.8 -0.6209
H 1.1308 1.7650 -5.8534 0.0 -0.2 0.1 0.1195
H 0.0796 0.3086 -5.8152 0.3 0.0 0.0 0.1152
H 1.8657 0.1364 -5.8447 -0.3 0.0 0.1 0.1236
O 1.1896 1.7410 -3.2598 -0.2 -2.9 -1.6 0.0435
Cl 0.6345 -0.8894 -3.3129 0.0 0.3 0.2 0.8116
Al 0.1705 -0.5721 -0.9390 -1.7 -0.8 1.2 -0.3295
P 2.2190 0.0732 -0.1319 2.4 0.3 0.8 0.7850
C 2.5492 1.6073 0.8134 -0.7 0.1 -0.1 -0.1894
C 2.9408 -1.2045 0.9427 -0.4 -0.3 0.0 -0.2102
H 3.1848 -0.5282 -2.2707 0.3 0.1 0.2 0.0373
H 4.4132 -0.0693 -1.0385 -0.2 0.2 -0.3 0.0752
H 3.4433 1.1961 -1.8889 0.1 -0.2 0.1 0.0654
C 3.4365 0.1817 -1.4742 -0.1 -0.1 -0.4 -0.2204
H 2.5956 -2.1931 0.6178 0.2 0.1 0.1 0.0584
H 4.0333 -1.1304 0.8512 -0.3 -0.1 0.2 0.0735
H 3.6452 1.6739 0.9673 -0.6 -0.1 -0.1 0.0883
H 2.0273 1.5490 1.7857 0.3 0.2 -0.4 0.0707
H 2.6312 -1.0330 1.9815 0.1 -0.1 -0.2 0.0676
H 2.1904 2.4800 0.2388 0.3 -0.2 0.4 0.0637
C -0.2633 1.4774 -1.4513 -2.4 4.3 -0.2 0.0090
O -0.6764 2.5520 -1.5056 1.6 -4.0 0.4 0.2440
Cl -0.3175 -2.6551 -0.9074 0.3 0.7 -0.2 0.3748
N -5.3254 -0.5461 3.6940 0.8 -0.2 -0.2 0.1910
C -4.0672 -1.0863 3.7643 -1.3 -0.8 1.4 -0.4552
O -3.7820 -1.9405 4.5973 0.2 1.1 -1.1 0.0952
C -3.0461 -0.6126 2.7664 1.0 0.3 -0.7 -0.0638
C -3.2599 0.3013 1.7265 0.1 -0.1 -0.2 0.0433
C -2.2847 0.4761 0.7382 -0.2 -0.4 0.4 -0.0689
N -1.1050 -0.1937 0.7521 0.2 0.2 -0.5 -0.0481
C -0.8296 -0.9712 1.8347 -0.6 0.3 -0.2 -0.1049
C -1.7649 -1.1773 2.8359 0.4 -0.2 -0.1 0.0551
H -6.0243 -0.9265 4.3197 0.2 0.0 -0.1 0.1331
H -5.6457 0.0081 2.9169 0.0 -0.1 0.2 0.0967
H -4.1941 0.8560 1.6288 0.3 -0.2 0.0 0.1279
H -2.5091 1.1434 -0.0984 0.2 -0.3 0.2 0.1169
H 0.1346 -1.4875 1.8546 -0.4 0.2 0.0 0.1045
H -1.4814 -1.8469 3.6401 -0.3 0.1 0.1 0.1416

40
Properties=species:S:1:pos:R:3:forces:R:3:lowdin_charge:R:1 method="wB97M-V/def2-TZVPD" gap_ev=8.9 smiles="O=C(NC(=O)c1c(F)cccc1F)Nc1cc(Cl)c(OC(F)(F)[C@H](F)C(F)(F)F)cc1Cl" energy_ev=-73668.1903 max_force_ev_per_a=1.19 homo_ev=-9.0
O 0.4937 -3.0232 -0.2815 -0.3 -0.2 0.0 0.1000
C 1.4174 -2.2557 -0.1779 0.3 0.2 0.0 -0.4693
N 1.3755 -0.9663 0.2395 0.6 0.3 0.0 0.1439
C 0.2631 -0.2499 0.6415 -0.5 0.2 0.1 -0.2207
C -1.0174 -0.7925 0.6856 0.0 0.0 0.0 -0.0108
C -2.1001 -0.0330 1.1000 0.1 0.3 0.1 -0.5501
C -1.9233 1.2986 1.4662 0.0 -0.1 0.0 -0.2599
C -0.6486 1.8489 1.4322 -0.2 -0.2 0.0 -0.0106
C 0.4318 1.0893 1.0300 -0.4 -0.2 0.0 -0.5635
Cl 2.0024 1.8020 1.0010 0.1 0.1 0.0 0.7627
H -0.5200 2.8770 1.7283 0.0 0.1 0.0 0.1317
O -2.9442 2.1090 1.9649 0.7 -0.4 0.2 0.1108
C -4.0310 2.4469 1.2514 -1.0 0.2 -0.6 -0.5599
F -4.2964 3.7467 1.5173 0.3 0.1 0.0 0.1481
F -5.1335 1.7845 1.7015 0.2 -0.1 0.0 0.0990
C -3.9672 2.2265 -0.2843 -0.3 -0.2 0.2 -0.1226
F -2.7446 2.5955 -0.7612 0.2 0.3 -0.2 0.0822
H -4.1213 1.1608 -0.5051 -0.1 0.3 0.1 0.1389
C -5.0336 3.0482 -1.0352 -0.1 -0.1 -0.1 -0.5892
F -6.2456 2.8805 -0.5113 -0.1 -0.1 0.2 0.1753
F -5.1006 2.6457 -2.3094 0.2 -0.2 -0.2 0.1604
F -4.7643 4.3473 -1.0484 0.2 0.2 0.1 0.1785
Cl -3.6607 -0.7744 1.1633 0.1 -0.2 0.1 0.7944
H -1.1632 -1.8215 0.3989 0.0 0.0 0.0 0.1040
H 2.2699 -0.4602 0.2556 -0.2 -0.3 -0.1 0.0677
N 2.7110 -2.7011 -0.5279 -0.2 -0.2 -0.1 0.1989
C 3.8950 -2.0184 -0.4959 0.0 -0.2 0.0 -0.3680
O 4.0014 -0.8647 -0.1423 0.1 0.2 0.0 0.0985
C 5.0744 -2.8196 -0.9486 0.2 0.0 0.0 0.0031
C 6.0142 -2.2601 -1.8156 0.1 -0.3 0.0 -0.2115
C 7.1500 -2.9437 -2.2123 -0.1 0.2 0.0 0.0023
C 7.3793 -4.2171 -1.7219 -0.2 0.1 0.1 -0.0547
C 6.4760 -4.8069 -0.8539 -0.2 -0.1 0.1 -0.0030
C 5.3432 -4.1064 -0.4862 0.3 0.1 -0.2 -0.2163
F 4.4750 -4.6867 0.3625 0.0 0.0 0.0 0.0862
H 6.6358 -5.7962 -0.4570 0.0 -0.1 0.1 0.1218
H 8.2664 -4.7542 -2.0172 0.1 -0.1 0.0 0.1138
H 7.8381 -2.4682 -2.8922 0.0 0.1 -0.1 0.1226
F 5.7927 -1.0411 -2.3137 0.0 -0.1 0.1 0.1079
H 2.7105 -3.6728 -0.8135 0.0 0.2 0.0 0.1572